one.
ORCA calculation (the ωB97M-V functional and the def2-TZVPD basis) on a cluster of 3 separate species, C2H11NO2 in total.

Each atom is followed by the atoms it is bonded to, with distances in Å.
Atoms and positions in Å:
1 C 1.85878 -1.23476 -0.16663  N2 1.460, H4 1.081, H5 1.098, H6 1.095
2 N 2.04436 -1.50524 -1.58943  C1 1.460, C3 1.452, H7 1.018
3 C 0.83117 -1.25390 -2.34632  N2 1.452, H8 1.091, H9 1.090, H10 1.102
4 H 2.75180 -1.47763 0.39281  C1 1.081
5 H 1.11749 -1.91331 0.27522  C1 1.098
6 H 1.49946 -0.22350 0.04877  C1 1.095
7 H 2.77331 -0.85570 -1.87744  N2 1.018
8 H -0.03559 -1.53259 -1.74453  C3 1.091
9 H 0.68723 -0.22070 -2.66092  C3 1.090
10 H 0.82390 -1.88089 -3.25282  C3 1.102
11 O -2.11150 0.46648 0.67426  H12 0.964, H13 0.970
12 H -1.84828 0.71908 -0.21769  O11 0.964
13 H -2.43298 1.29769 1.05627  O11 0.970
14 O -1.86084 2.71584 2.87042  H15 0.964, H16 0.969
15 H -1.68166 3.65860 2.95765  O14 0.964
16 H -2.66377 2.58186 3.39682  O14 0.969

lowest unoccupied orbital energy: 0.64 eV
orbital gap: 9.385 eV
E_HOMO: -0.3213 Ha
SMILES: CNC.O.O

Results of the natural (NBO) charge analysis, in e, for atoms 1 through 6: atom 1 (C): -0.421, atom 2 (N): -0.618, atom 3 (C): -0.420, atom 4 (H): 0.199, atom 5 (H): 0.192, atom 6 (H): 0.166

two.
ORCA calculation (the ωB97M-V functional and the def2-TZVPD basis) on a cluster of 3 separate species, C2H11NO2 in total.

Each atom is followed by the atoms it is bonded to, with distances in Å.
Atoms and positions in Å:
1 C 1.31326 -0.28939 1.01481  C2 1.506, H4 1.076, H5 1.104, H6 1.094
2 C 0.52621 -1.33294 0.26677  C1 1.506, N3 1.469, H7 1.101, H8 1.100
3 N 0.14869 -0.80801 -1.05256  C2 1.469, H9 1.023, H10 1.020
4 H 1.11376 0.76183 0.90130  C1 1.076
5 H 1.07960 -0.49079 2.07443  C1 1.104
6 H 2.38862 -0.48951 1.04905  C1 1.094
7 H 0.98694 -2.32614 0.38273  C2 1.101
8 H -0.37239 -1.57557 0.85231  C2 1.100
9 H 1.00418 -0.38985 -1.42730  N3 1.023
10 H -0.02184 -1.56045 -1.72025  N3 1.020
11 O -2.34518 0.74764 -0.15395  H12 0.969, H13 0.964
12 H -2.17308 0.56351 0.78222  O11 0.969
13 H -1.59784 0.33033 -0.59806  O11 0.964
14 O -0.52038 2.59914 -0.95265  H15 0.954, H16 0.951
15 H -0.26743 1.68554 -1.06002  O14 0.954
16 H -1.26312 2.57467 -0.35885  O14 0.951

lowest unoccupied orbital energy: 0.69 eV
orbital gap: 11.174 eV
E_HOMO: -0.3853 Ha
SMILES: CCN.O.O

Results of the natural (NBO) charge analysis, in e, for atoms 1 through 6: atom 1 (C): -0.649, atom 2 (C): -0.232, atom 3 (N): -0.856, atom 4 (H): 0.230, atom 5 (H): 0.217, atom 6 (H): 0.214

Quick one: least stable of them? one